*one*
Molecular formula: C3H7NO3
Method: DFT, the ωB97M-V functional and the def2-TZVPD basis

The SMILES is N[C@H](CO)C(=O)O. The multiplicity is 1. For the LUMO energy, the calculation gives 0.7 eV.

CARTESIAN COORDINATES (ANGSTROEM)
O1 -2.53 -0.02 0.20
C1 -1.40 0.22 0.53
O2 -1.14 0.96 1.64
C2 -0.19 0.04 -0.36
C3 1.13 -0.04 0.42
O3 2.13 0.52 -0.43
N1 -0.30 -1.17 -1.16
H1 -1.99 1.39 1.84
H2 -0.16 0.95 -0.96
H3 1.16 0.55 1.33
H4 1.34 -1.09 0.63
H5 3.01 0.15 -0.29
H6 0.21 -1.12 -2.03
H7 -1.28 -1.34 -1.37

*two*
Molecular formula: C3H7NO3
Method: DFT, the ωB97M-V functional and the def2-TZVPD basis

The SMILES is CC(=O)NC=O.O. The multiplicity is 1. For the LUMO energy, the calculation gives 0.6 eV.

CARTESIAN COORDINATES (ANGSTROEM)
O1 -1.69 -1.76 -0.35
C1 -0.58 -1.74 0.20
N1 0.50 -1.05 -0.37
C2 1.64 -0.78 0.25
O2 2.62 -0.40 -0.37
C3 -0.10 -2.62 1.36
H1 0.29 -0.88 -1.37
H2 1.77 -0.86 1.36
H3 0.82 -3.21 1.28
H4 -0.24 -2.17 2.30
H5 -0.71 -3.45 1.44
H6 -2.46 7.17 -0.25
H7 -2.17 5.68 -0.97
O3 -1.75 6.64 -0.78

*three*
Molecular formula: C3H7NO3
Method: DFT, the ωB97M-V functional and the def2-TZVPD basis

The SMILES is N[C@@H](CO)C(=O)O. The multiplicity is 1. For the LUMO energy, the calculation gives 0.6 eV.

CARTESIAN COORDINATES (ANGSTROEM)
O1 1.24 1.49 -1.53
C1 1.16 1.01 -0.44
O2 1.68 1.49 0.71
C2 -0.09 0.08 -0.30
C3 -0.66 -0.19 1.03
O3 -1.80 -1.07 0.82
N1 0.23 -1.12 -0.99
H1 2.11 2.29 0.44
H2 -0.94 0.66 -0.75
H3 -0.96 0.75 1.49
H4 0.13 -0.75 1.50
H5 -1.83 -1.98 1.10
H6 -0.58 -1.71 -1.04
H7 0.33 -0.94 -2.02

*four*
Molecular formula: C3H7NO3
Method: DFT, the ωB97M-V functional and the def2-TZVPD basis

The multiplicity is 1. For the LUMO energy (alpha / beta), the calculation gives 0.0 / -0.1 eV.

CARTESIAN COORDINATES (ANGSTROEM)
C1 0.50 0.85 -0.88
C2 -1.91 -0.27 -0.33
C3 -0.63 0.39 -0.01
N1 1.80 -1.03 0.51
O1 1.50 1.37 -0.37
O2 -0.27 0.75 1.31
O3 0.75 -1.17 -0.30
H1 0.51 0.77 -2.01
H2 -2.59 0.50 0.06
H3 -2.13 -1.17 0.29
H4 -2.14 -0.57 -1.37
H5 1.65 -1.35 1.56
H6 2.39 -0.20 0.48
H7 0.57 1.14 1.06

Name the least stable of them. *four*.

*one*
Molecular formula: C3H7NO3
Method: DFT, the ωB97M-V functional and the def2-TZVPD basis

The SMILES is N[C@@H](CO)C(=O)O. The multiplicity is 1. For the LUMO energy, the calculation gives 0.3 eV.

CARTESIAN COORDINATES (ANGSTROEM)
C1 -0.35 0.35 -0.31
C2 -0.97 -0.99 -0.07
C3 1.06 0.36 0.46
H1 -2.07 1.03 -0.76
H2 -1.73 1.42 0.76
H3 -0.06 0.47 -1.44
H4 0.70 -0.01 1.47
H5 1.52 1.33 0.47
H6 2.80 -0.16 -0.10
H7 0.74 -1.62 -0.32
N1 -1.29 1.40 -0.21
O1 -2.12 -1.06 0.35
O2 1.94 -0.47 -0.11
O3 -0.16 -2.03 -0.20

*two*
Molecular formula: C3H7NO3
Method: DFT, the ωB97M-V functional and the def2-TZVPD basis

The SMILES is C[C@@H](ON)C(=O)O. The multiplicity is 1. For the LUMO energy, the calculation gives 0.6 eV.

CARTESIAN COORDINATES (ANGSTROEM)
C1 0.25 -0.24 -0.17
C2 0.55 -1.52 0.58
C3 0.60 1.02 0.40
N1 -1.92 1.03 -0.66
O1 -1.41 0.04 0.22
O2 2.16 0.48 -0.18
O3 0.44 1.93 1.10
H1 2.25 0.52 -1.14
H2 0.14 -0.24 -1.25
H3 -2.76 0.64 -1.07
H4 -2.19 1.82 -0.08
H5 0.88 -1.32 1.60
H6 1.35 -2.05 0.06
H7 -0.35 -2.13 0.61

Name the least stable of them. *two*.

*one*
Molecular formula: C67H60ClCrN5OP3S
Method: DFT, the ωB97M-V functional and the def2-TZVPD basis

The charge is +2. The multiplicity is 4. For the LUMO energy (alpha / beta), the calculation gives -5.7 / -5.7 eV.

CARTESIAN COORDINATES (ANGSTROEM)
Cr1 0.45 -0.43 -0.94
Cl1 -3.89 -6.02 0.95
C1 -2.98 -4.57 0.73
C2 -2.68 -3.77 1.85
C3 -1.98 -2.60 1.70
C4 -1.49 -2.20 0.44
O1 -0.83 -1.08 0.30
C5 -1.75 -3.05 -0.66
C6 -1.25 -2.72 -1.94
N1 -0.33 -1.83 -2.21
C7 0.02 -1.61 -3.55
C8 0.09 -2.56 -4.55
C9 0.45 -2.18 -5.85
C10 0.72 -0.87 -6.16
C11 0.66 0.13 -5.17
C12 0.91 1.49 -5.39
C13 0.81 2.37 -4.33
C14 0.49 1.89 -3.06
N2 0.30 0.61 -2.80
C15 0.33 -0.26 -3.85
C16 -2.54 -4.21 -0.51
H1 -3.01 -4.08 2.83
H2 -1.78 -1.97 2.55
H3 -1.67 -3.27 -2.78
H4 -0.12 -3.59 -4.33
H5 0.51 -2.94 -6.62
H6 0.97 -0.59 -7.18
H7 1.17 1.84 -6.38
H8 0.98 3.43 -4.47
H9 0.40 2.57 -2.23
H10 -2.77 -4.82 -1.37
C17 -2.70 5.75 4.19
S1 -3.11 6.54 2.62
C18 -2.89 5.12 1.50
C19 -1.42 4.75 1.30
C20 -1.19 3.85 0.08
N3 -1.39 2.41 0.39
P1 -2.00 1.46 -0.99
C21 -3.25 2.57 -1.74
C22 -4.34 3.01 -0.98
C23 -5.36 3.74 -1.57
C24 -5.30 4.03 -2.93
C25 -4.22 3.61 -3.69
C26 -3.19 2.88 -3.09
C27 -3.30 0.27 -0.47
C28 -3.74 -0.46 -1.57
C29 -4.80 -1.34 -1.46
C30 -5.42 -1.51 -0.23
C31 -4.98 -0.80 0.87
C32 -3.92 0.10 0.75
P2 -0.03 1.56 1.11
C33 -0.82 0.92 2.62
C34 -1.93 1.53 3.20
C35 -2.41 1.08 4.42
C36 -1.76 0.05 5.09
C37 -0.63 -0.53 4.54
C38 -0.17 -0.10 3.31
C39 1.07 2.83 1.89
C40 1.82 3.72 1.11
C41 2.71 4.61 1.69
C42 2.92 4.60 3.07
C43 2.19 3.72 3.85
C44 1.28 2.85 3.27
H11 -2.94 6.47 4.97
H12 -1.64 5.50 4.24
H13 -3.30 4.85 4.33
H14 -3.33 5.45 0.55
H15 -3.48 4.29 1.89
H16 -1.03 4.27 2.19
H17 -0.85 5.68 1.15
H18 -0.19 4.04 -0.31
H19 -1.89 4.13 -0.70
H20 -4.40 2.75 0.07
H21 -6.20 4.07 -0.98
H22 -6.11 4.58 -3.40
H23 -4.18 3.84 -4.74
H24 -2.35 2.55 -3.69
H25 -3.26 -0.31 -2.54
H26 -5.15 -1.89 -2.32
H27 -6.26 -2.19 -0.13
H28 -5.46 -0.93 1.83
H29 -3.59 0.65 1.62
H30 -2.41 2.35 2.69
H31 -3.28 1.55 4.86
H32 -2.13 -0.28 6.06
H33 -0.11 -1.32 5.07
H34 0.72 -0.54 2.87
H35 1.71 3.76 0.04
H36 3.26 5.31 1.07
H37 3.63 5.28 3.52
H38 2.32 3.71 4.92
H39 0.73 2.19 3.92
C45 0.22 -5.11 3.62
C46 0.85 -3.90 3.92
C47 1.33 -3.10 2.90
C48 1.19 -3.47 1.56
C49 0.55 -4.68 1.27
C50 0.08 -5.49 2.29
P3 1.86 -2.33 0.28
C51 3.31 -1.69 1.18
C52 4.31 -2.56 1.64
C53 5.40 -2.06 2.33
C54 5.51 -0.70 2.58
C55 4.49 0.16 2.18
C56 3.40 -0.34 1.50
C57 2.58 -3.49 -0.96
C58 3.95 -3.54 -1.23
C59 4.45 -4.46 -2.14
C60 3.60 -5.33 -2.81
C61 2.23 -5.24 -2.60
C62 1.73 -4.32 -1.69
H40 -0.14 -5.75 4.41
H41 0.98 -3.61 4.95
H42 1.85 -2.19 3.16
H43 0.43 -5.02 0.26
H44 -0.40 -6.43 2.05
H45 4.22 -3.63 1.47
H46 6.17 -2.74 2.68
H47 6.37 -0.31 3.11
H48 4.55 1.22 2.41
H49 2.58 0.32 1.23
H50 4.63 -2.87 -0.74
H51 5.52 -4.50 -2.31
H52 4.00 -6.06 -3.49
H53 1.56 -5.90 -3.13
H54 0.66 -4.26 -1.55
N4 3.12 -1.30 -3.15
C63 3.42 -0.21 -2.40
C64 4.67 0.41 -2.60
C65 4.98 1.56 -1.94
C66 4.02 2.12 -1.10
C67 2.83 1.46 -0.95
N5 2.51 0.29 -1.55
H55 3.85 -1.75 -3.66
H56 2.33 -1.87 -2.90
H57 5.36 -0.05 -3.29
H58 5.94 2.04 -2.08
H59 4.20 3.04 -0.56
H60 2.06 1.88 -0.32

*two*
Molecular formula: C67H60ClCrN5OP3S
Method: DFT, the ωB97M-V functional and the def2-TZVPD basis

The charge is +2. The multiplicity is 4. For the LUMO energy (alpha / beta), the calculation gives -5.7 / -5.8 eV.

CARTESIAN COORDINATES (ANGSTROEM)
Cr1 -0.27 0.88 -0.61
Cl1 -5.45 -3.88 -2.60
C1 -4.14 -2.96 -1.96
C2 -3.00 -3.63 -1.49
C3 -1.96 -2.92 -0.95
C4 -1.97 -1.51 -0.91
O1 -0.99 -0.85 -0.38
C5 -3.10 -0.84 -1.45
C6 -3.14 0.57 -1.51
N1 -2.12 1.37 -1.32
C7 -2.32 2.74 -1.38
C8 -3.21 3.41 -2.21
C9 -3.30 4.80 -2.16
C10 -2.56 5.53 -1.25
C11 -1.66 4.89 -0.38
C12 -0.87 5.54 0.59
C13 -0.03 4.79 1.38
C14 0.03 3.41 1.21
N2 -0.66 2.76 0.28
C15 -1.52 3.48 -0.47
C16 -4.20 -1.59 -1.92
H1 -2.95 -4.70 -1.57
H2 -1.10 -3.45 -0.57
H3 -4.11 1.02 -1.72
H4 -3.81 2.86 -2.93
H5 -3.98 5.30 -2.82
H6 -2.67 6.60 -1.20
H7 -0.92 6.61 0.69
H8 0.58 5.25 2.14
H9 0.67 2.81 1.85
H10 -5.08 -1.08 -2.28
C17 2.73 -3.04 6.49
S1 2.10 -1.52 7.24
C18 1.06 -0.88 5.88
C19 1.89 -0.34 4.73
C20 1.08 0.57 3.79
N3 0.37 -0.18 2.74
P1 -1.13 0.60 2.24
C21 -1.84 1.08 3.86
C22 -2.09 0.09 4.81
C23 -2.75 0.40 5.98
C24 -3.19 1.69 6.21
C25 -2.94 2.68 5.27
C26 -2.27 2.38 4.10
C27 -2.45 -0.65 1.98
C28 -3.63 -0.01 1.57
C29 -4.80 -0.72 1.42
C30 -4.81 -2.08 1.65
C31 -3.64 -2.73 2.03
C32 -2.46 -2.01 2.20
P2 1.27 -0.60 1.31
C33 0.97 -2.40 1.31
C34 0.64 -3.11 2.46
C35 0.53 -4.49 2.42
C36 0.77 -5.17 1.24
C37 1.13 -4.48 0.10
C38 1.23 -3.10 0.13
C39 3.07 -0.67 1.79
C40 3.81 0.47 2.11
C41 5.17 0.39 2.37
C42 5.84 -0.81 2.27
C43 5.12 -1.95 1.94
C44 3.76 -1.88 1.71
H11 3.24 -3.58 7.28
H12 3.42 -2.81 5.68
H13 1.89 -3.64 6.13
H14 0.47 -0.09 6.34
H15 0.38 -1.68 5.57
H16 2.34 -1.15 4.16
H17 2.70 0.26 5.15
H18 1.76 1.31 3.36
H19 0.35 1.12 4.38
H20 -1.77 -0.92 4.61
H21 -2.94 -0.37 6.71
H22 -3.74 1.92 7.11
H23 -3.29 3.69 5.46
H24 -2.08 3.16 3.37
H25 -3.61 1.07 1.41
H26 -5.71 -0.21 1.12
H27 -5.72 -2.64 1.55
H28 -3.65 -3.79 2.21
H29 -1.56 -2.52 2.49
H30 0.49 -2.57 3.38
H31 0.26 -5.03 3.32
H32 0.70 -6.25 1.22
H33 1.35 -5.02 -0.82
H34 1.51 -2.54 -0.75
H35 3.34 1.44 2.20
H36 5.71 1.29 2.65
H37 6.90 -0.86 2.44
H38 5.62 -2.91 1.87
H39 3.25 -2.80 1.47
C45 -0.73 -4.49 -4.32
C46 0.47 -4.20 -3.70
C47 0.76 -2.91 -3.30
C48 -0.16 -1.88 -3.51
C49 -1.37 -2.18 -4.12
C50 -1.65 -3.47 -4.52
P3 0.33 -0.19 -2.94
C51 2.12 -0.28 -3.28
C52 2.59 -0.54 -4.57
C53 3.95 -0.58 -4.82
C54 4.86 -0.39 -3.78
C55 4.40 -0.19 -2.49
C56 3.03 -0.16 -2.24
C57 -0.32 0.88 -4.29
C58 0.51 1.63 -5.12
C59 -0.03 2.38 -6.15
C60 -1.40 2.41 -6.36
C61 -2.24 1.72 -5.50
C62 -1.70 0.98 -4.46
H40 -0.95 -5.49 -4.65
H41 1.21 -4.98 -3.55
H42 1.72 -2.70 -2.86
H43 -2.10 -1.41 -4.32
H44 -2.59 -3.68 -5.02
H45 1.89 -0.71 -5.38
H46 4.30 -0.78 -5.82
H47 5.92 -0.41 -3.99
H48 5.09 -0.08 -1.68
H49 2.67 -0.06 -1.22
H50 1.58 1.65 -4.96
H51 0.63 2.94 -6.80
H52 -1.81 2.96 -7.19
H53 -3.31 1.76 -5.63
H54 -2.37 0.47 -3.78
N4 0.22 3.54 -2.86
C63 1.35 3.31 -2.15
C64 2.48 4.11 -2.38
C65 3.60 3.96 -1.61
C66 3.57 3.01 -0.59
C67 2.43 2.27 -0.42
N5 1.33 2.36 -1.19
H55 0.27 4.14 -3.67
H56 -0.53 2.87 -2.83
H57 2.42 4.84 -3.17
H58 4.48 4.56 -1.78
H59 4.42 2.86 0.06
H60 2.36 1.55 0.39

Name the least stable of them. *two*.

*one*
Molecular formula: C2H10O3
Method: DFT, the ωB97M-V functional and the def2-TZVPD basis

The SMILES is C=C.O.O.O. The multiplicity is 1. For the LUMO energy, the calculation gives 0.8 eV.

CARTESIAN COORDINATES (ANGSTROEM)
C1 -1.19 -1.32 -1.37
C2 -0.71 -0.25 -2.08
H1 -0.40 -1.87 -0.85
H2 -2.20 -1.72 -1.52
H3 0.36 -0.09 -2.18
H4 -1.34 0.50 -2.60
H5 2.22 1.87 2.91
H6 0.84 1.25 2.86
O1 1.68 1.20 2.44
H7 1.72 -1.60 -0.14
H8 1.43 -0.82 1.19
O2 1.36 -1.69 0.78
H9 -1.93 1.26 0.38
H10 -0.76 1.75 -0.35
O3 -1.07 1.54 0.53

*two*
Molecular formula: C2H10O3
Method: DFT, the ωB97M-V functional and the def2-TZVPD basis

The SMILES is CCO.O.O. The multiplicity is 1. For the LUMO energy, the calculation gives 0.3 eV.

CARTESIAN COORDINATES (ANGSTROEM)
C1 1.39 -1.28 -2.19
O1 0.60 -2.15 -1.43
C2 2.15 -0.11 -1.28
H1 2.12 -1.89 -2.63
H2 0.69 -0.75 -2.96
H3 0.05 -1.72 -0.80
H4 1.54 0.83 -1.24
H5 2.12 -0.53 -0.34
H6 3.19 0.10 -1.45
H7 -3.80 -1.51 3.12
H8 -5.38 -0.79 3.28
O2 -4.86 -1.54 3.60
H9 0.39 4.23 2.04
H10 0.06 3.22 0.85
O3 -0.27 3.90 1.45

*three*
Molecular formula: C2H10O3
Method: DFT, the ωB97M-V functional and the def2-TZVPD basis

The SMILES is CCO.O.O. The multiplicity is 1. For the LUMO energy, the calculation gives 0.7 eV.

CARTESIAN COORDINATES (ANGSTROEM)
C1 -0.14 -0.54 -0.57
O1 0.62 -0.04 -1.68
C2 -0.69 0.69 0.18
H1 -0.92 -1.21 -0.91
H2 0.46 -1.10 0.15
H3 0.79 -0.81 -2.19
H4 -1.59 1.02 -0.35
H5 -0.97 0.33 1.17
H6 0.03 1.50 0.17
H7 1.30 2.53 -1.61
H8 2.40 1.79 -1.06
O2 1.91 2.57 -0.86
H9 -0.70 -1.59 2.45
H10 -1.71 -2.62 2.71
O3 -0.80 -2.52 2.41

Name the least stable of them. *two*.

*one*
Molecular formula: C3H5NO2S2
Method: DFT, the ωB97M-V functional and the def2-TZVPD basis

The SMILES is COC(=S)N(O)C=S. The multiplicity is 1. For the LUMO energy, the calculation gives -0.8 eV.

CARTESIAN COORDINATES (ANGSTROEM)
C1 -1.31 -1.44 1.37
C2 -0.54 0.50 0.10
C3 1.68 0.15 -0.92
H1 -0.90 -2.46 1.39
H2 -2.28 -1.42 0.92
H3 -1.24 -0.96 2.41
H4 1.21 2.07 -2.01
H5 1.71 -0.79 -0.33
N1 0.53 0.89 -0.67
O1 -0.41 -0.77 0.44
O2 0.44 2.10 -1.32
S1 -1.76 1.53 0.59
S2 2.86 0.58 -1.98

*two*
Molecular formula: C3H5NO2S2
Method: DFT, the ωB97M-V functional and the def2-TZVPD basis

The SMILES is C=C(C(S)S)[N+](=O)[O-]. The multiplicity is 1. For the LUMO energy, the calculation gives -0.1 eV.

CARTESIAN COORDINATES (ANGSTROEM)
C1 0.02 1.33 0.92
C2 0.00 0.49 -0.02
C3 -0.03 -0.98 -0.13
N1 0.16 1.18 -1.64
O1 0.32 2.34 -1.60
O2 -0.17 0.52 -2.55
S1 1.75 -1.69 0.16
S2 -1.18 -1.68 1.11
H1 -0.09 2.37 0.74
H2 -0.14 1.11 1.99
H3 -0.34 -1.43 -1.21
H4 1.13 -2.99 0.47
H5 -1.42 -0.57 1.76

Name the least stable of them. *two*.

*one*
Molecular formula: C2H6N3S
Method: DFT, the ωB97M-V functional and the def2-TZVPD basis

The charge is +1. The multiplicity is 1. For the LUMO energy (alpha / beta), the calculation gives -5.6 / -5.6 eV.

CARTESIAN COORDINATES (ANGSTROEM)
C1 -0.43 0.58 0.21
C2 0.88 1.37 -0.23
N1 1.50 -1.11 0.30
N2 -0.38 -0.68 -0.34
N3 -1.20 -1.54 -0.08
S1 2.21 0.14 0.02
H1 -0.41 0.39 1.35
H2 -1.27 1.26 -0.34
H3 0.77 1.49 -1.31
H4 1.13 2.30 0.21
H5 -1.83 -1.70 0.78
H6 -0.97 -2.50 -0.57

*two*
Molecular formula: C2H6N3S
Method: DFT, the ωB97M-V functional and the def2-TZVPD basis

The charge is +1. The multiplicity is 1. For the LUMO energy, the calculation gives -4.1 eV.

CARTESIAN COORDINATES (ANGSTROEM)
C1 1.49 1.20 0.32
C2 -0.22 -0.11 0.35
N1 0.20 1.21 0.40
N2 0.74 -0.98 -0.21
N3 -1.41 -0.14 -0.46
S1 2.27 -0.26 -0.18
H1 2.09 2.07 0.45
H2 -0.58 -0.85 1.69
H3 0.40 -1.81 -0.50
H4 -1.00 0.03 -1.36
H5 -2.07 0.66 -0.23
H6 -1.93 -1.01 -0.29

Name the least stable of them. *one*.